# 1
Entry from OMol25: 10 unconnected molecules or ions with the total composition H21O10 in a non-equilibrium geometry (the ωB97M-V functional and the def2-TZVPD basis).

Last column: natural (NBO) charge in e.
Positions of all 31 atoms, in Å:
O 1.5942 2.1271 -3.5286  -0.92
H 1.9365 2.6155 -2.7637  0.49
H -1.4119 -0.8302 3.8285  0.48
O -2.3657 -0.6248 1.9946  -1.01
H -2.9815 -1.3717 1.9019  0.46
H -2.6163 -0.1792 1.1603  0.45
O 0.2291 -1.5863 0.4600  -1.01
H 0.9171 -1.5386 1.1338  0.49
H -0.6324 -1.5751 0.9061  0.49
O -0.6663 1.3763 1.8120  -1.04
H -1.4555 1.8779 2.0484  0.47
H -0.1258 1.1297 2.5697  0.50
O 0.9734 -2.6356 -2.3085  -0.97
H 0.3324 -2.7016 -1.5802  0.50
H 1.2571 -3.5592 -2.3931  0.49
O 0.9113 -0.1108 -1.7568  -1.01
H 0.0638 0.2060 -1.3861  0.46
H 0.8283 -1.0272 -2.0904  0.50
O 2.0531 -0.9836 2.8367  -0.97
H 1.8730 1.2016 -3.3437  0.52
H 2.4833 -0.3298 2.2675  0.48
O -0.7015 1.4919 -3.0544  -0.98
H -1.1842 2.2067 -3.5017  0.48
H 2.7566 -1.5699 3.1377  0.49
O -0.6373 -0.3020 4.0570  -0.96
H 0.3421 1.6099 -3.3332  0.51
O -0.9975 1.4453 -0.6321  -1.25
H -1.2937 2.2710 -0.2002  0.39
H -0.9971 1.3594 -2.0049  0.50
H 0.1100 -0.8279 3.7360  0.48
H -0.5945 0.8352 0.0273  0.52

Cartesian forces, eV/Å:
0.867 -0.948 -0.224
-0.248 0.066 0.052
0.063 0.394 -0.169
-1.126 -0.959 -1.155
0.080 -0.114 0.504
0.521 0.527 0.343
-0.513 -0.339 -0.322
-0.177 0.017 0.260
0.307 0.161 0.329
0.808 0.309 -0.673
0.188 -0.105 0.633
-0.766 0.078 0.534
-0.418 -1.413 0.237
0.189 0.223 0.153
0.151 0.436 -0.280
0.175 0.568 -0.461
1.202 -1.107 -0.451
0.066 0.797 0.345
0.064 0.004 -0.257
0.395 0.304 0.060
-0.049 -0.045 0.165
-0.370 -0.286 -0.905
-0.260 -0.004 0.279
-0.029 0.056 -0.011
0.448 -0.436 0.466
-1.430 0.650 1.036
-0.345 -0.681 -0.780
0.004 0.163 0.136
0.545 0.852 -0.479
-0.019 0.145 0.131
-0.324 0.686 0.508

Summary:
<S²>: 0.7505
highest occupied orbital energy (spin up / spin down): -2.80 / -10.64 eV
spin multiplicity: 2
ΔE to the lowest compared entry with this formula, charge and spin: 5.2 kcal/mol
Kohn-Sham gap (spin up / spin down): 3.0 / 10.7 eV


# 2
Entry from OMol25: C6H13NO in the gas phase in a non-equilibrium geometry (the ωB97M-V functional and the def2-TZVPD basis).

Last column: natural (NBO) charge in e.
Positions of all 21 atoms, in Å:
C 0.3644 0.0379 -2.8937  -0.63
C 1.5690 0.3166 -1.9648  -0.25
N 1.2212 -0.2434 -0.6114  -0.61
C 0.2150 0.3083 0.1181  0.67
O -0.3164 1.3402 -0.2745  -0.65
C -0.2195 -0.3229 1.3960  -0.31
C -0.3181 0.8149 2.5159  -0.59
C -1.6281 -0.9977 1.3684  -0.58
H -0.2069 -0.7728 -2.5117  0.20
H 0.6396 -0.2375 -3.9466  0.21
H -0.2891 0.9201 -2.9402  0.23
H 2.5400 -0.1710 -2.1394  0.21
H 1.4428 1.3894 -1.7241  0.24
H 1.5249 -1.1967 -0.5557  0.39
H 0.4613 -1.0443 1.8522  0.21
H 0.2920 0.5238 3.3592  0.21
H -1.3875 0.8795 2.7494  0.20
H -0.0730 1.7949 2.1268  0.23
H -1.7347 -1.5150 0.4575  0.20
H -2.2997 -0.1497 1.4243  0.21
H -1.7973 -1.6747 2.1943  0.21

Cartesian forces, eV/Å:
0.951 0.384 -1.740
-2.179 0.058 2.113
0.540 -0.115 -0.897
-0.049 -0.003 -0.840
-0.001 -0.020 0.122
-0.523 0.180 2.769
-0.644 -0.746 -1.189
1.158 1.400 -0.117
-0.536 -0.760 0.322
-0.035 0.338 0.875
0.251 -0.341 0.058
-0.329 0.933 -0.695
1.462 -0.237 -0.680
-0.305 -0.268 0.913
0.438 -0.099 -0.815
-0.058 0.243 0.342
0.432 0.076 0.592
0.431 0.062 -0.017
-0.501 -0.793 -1.143
-0.648 -0.299 -0.251
0.144 0.008 0.278

Summary:
highest occupied orbital energy: -9.48 eV
spin multiplicity: 1
ΔE to the lowest compared entry with this formula, charge and spin: 26.1 kcal/mol
structure (SMILES): CCNC(=O)C(C)C
Kohn-Sham gap: 10.4 eV


# 3
Entry from OMol25: a molecular structure, C8H30F24MgN4O31S8 in a non-equilibrium geometry (the ωB97M-V functional and the def2-TZVPD basis).

Last column: Mulliken charge in e.
Positions of all 106 atoms, in Å:
Mg -0.5723 -2.9230 -0.6419  1.42
C 4.8877 3.5150 1.1498  0.57
F 4.9515 3.2303 2.4544  -0.19
F 5.2337 4.7311 0.9753  -0.21
F 5.8204 2.7512 0.5279  -0.22
S 3.1035 3.1143 0.5040  0.77
O 3.3644 2.2674 -0.6773  -0.60
O 2.3359 2.4349 1.5102  -0.41
N 2.6065 4.7805 0.1037  -0.41
S 2.2701 5.4049 1.5342  0.80
O 2.6905 4.7466 2.8175  -0.46
O 2.4718 6.8923 1.4131  -0.76
C 0.3146 5.3260 1.4928  0.67
F -0.2254 6.0219 0.4601  -0.27
F 0.0016 4.0753 1.4289  -0.16
F -0.3069 5.8022 2.6148  -0.27
C 1.1059 -5.4288 2.2465  0.77
F 1.1730 -6.0494 3.4608  -0.23
F 2.2701 -4.8198 1.8492  -0.17
F 0.6189 -6.2818 1.3704  -0.18
S -0.1416 -3.9528 2.4783  0.22
O -1.0330 -4.1298 3.6417  -0.46
O 0.6700 -2.7379 2.4271  -0.14
N -0.9924 -4.0015 0.8811  0.02
S -2.1227 -5.0338 1.2106  0.90
O -2.5268 -5.5194 -0.1481  -0.71
O -1.8314 -6.1403 2.1985  -0.57
C -3.6525 -4.0181 1.8137  0.71
F -4.3278 -4.9301 2.5481  -0.22
F -3.2395 -3.0116 2.5630  -0.16
F -4.3163 -3.5774 0.6847  -0.19
C 1.3995 0.6233 9.3672  0.68
F 0.9461 -0.3229 10.2292  -0.25
F 1.6235 1.7808 10.0806  -0.25
F 2.5044 0.1899 8.8121  -0.17
S 0.0049 1.0133 8.0757  1.01
O 0.3625 0.2760 6.8615  -0.69
O -1.2382 0.6821 8.7434  -0.69
N -0.0489 2.8220 7.8664  -0.55
S 1.2131 3.1264 6.9602  1.11
O 1.5177 4.6079 7.0836  -0.74
O 2.4536 2.3451 7.1047  -0.63
C 0.6761 2.9403 5.0883  0.55
F -0.3405 2.1222 4.8640  -0.18
F 0.3215 4.1207 4.6245  -0.22
F 1.7625 2.5017 4.4153  -0.09
C -1.2205 0.3229 -3.1296  0.55
F -1.9529 0.8257 -2.1402  -0.15
F -2.0449 -0.6027 -3.7047  0.01
F -0.8623 1.2973 -3.9676  -0.11
S 0.4224 -0.6306 -2.4821  0.36
O 0.5085 -1.7930 -3.3445  -0.67
O 1.5460 0.3086 -2.5900  -0.38
N -0.0861 -1.1537 -0.8561  0.96
S 0.4238 0.0998 0.0302  -0.98
O 1.6177 -0.3384 0.7051  0.02
O 0.3547 1.4412 -0.4960  0.01
C -0.9179 0.3280 1.3413  0.31
F -1.4292 -0.8273 1.6628  -0.04
F -0.4129 0.9142 2.4505  -0.05
F -1.9178 1.0773 0.8738  -0.25
O -2.1704 -3.2019 -5.1906  -0.66
H -2.4386 -4.0423 -5.5621  0.24
H -2.9266 -2.9130 -4.6798  0.35
O -0.7045 -4.0251 -2.3106  -0.17
H -0.4599 -3.6734 -3.1666  0.18
H -0.5271 -4.9633 -2.3770  0.22
O -4.5577 -1.9518 -4.4371  -0.64
H -5.0944 -1.1739 -4.2852  0.25
H -4.7345 -2.1914 -5.3468  0.30
O -4.2982 1.9260 -4.8990  -0.68
H -3.4020 2.2208 -4.7373  0.31
H -4.2195 1.3045 -5.6227  0.32
O -4.0761 -0.4347 -0.3904  -0.52
H -3.7454 0.3778 -0.0075  0.26
H -4.4171 -0.1753 -1.2463  0.30
O -0.6745 -1.1953 -6.3167  -0.60
H 0.2294 -1.4412 -6.1200  0.28
H -1.2055 -1.8478 -5.8601  0.34
O 0.1425 2.7357 -6.7086  -0.71
H -0.3802 3.1795 -6.0408  0.30
H 0.8351 3.3599 -6.9253  0.30
O 1.7490 -2.7569 -6.2972  -0.59
H 1.5791 -3.4076 -5.6161  0.29
H 1.8290 -3.2679 -7.1027  0.27
O 3.8865 2.1232 -3.8071  -0.49
H 4.4588 2.2970 -4.5544  0.23
H 3.6403 1.2030 -3.9023  0.27
O 1.3823 -3.3954 -0.4346  -0.59
H 2.1579 -3.0752 -0.8951  0.30
H 1.7309 -3.8992 0.3009  0.03
O -2.0516 1.2261 -7.1758  -0.64
H -1.4045 1.9314 -7.1721  0.43
H -1.6165 0.4990 -6.7304  0.34
O 1.3500 3.6697 -2.2260  -0.59
H 1.2418 2.7950 -1.8527  0.21
H 1.3164 3.5325 -3.1727  0.24
O 3.8125 -2.0023 1.7947  -0.73
H 3.8241 -1.0623 1.9750  0.36
H 3.0092 -2.1405 1.2929  0.27
O -5.0625 1.3668 -2.1464  -0.65
H -5.8419 0.9258 -2.4844  0.27
H -4.5456 1.5715 -2.9256  0.35
O 1.8180 -1.1344 4.7245  -0.64
H 1.4279 -0.9344 3.8735  0.29
H 1.3465 -0.5752 5.3420  0.42

Cartesian forces, eV/Å:
-0.021 -1.543 -0.408
-0.597 -2.402 0.773
0.080 -0.218 -0.147
0.376 2.283 -0.424
-0.471 -0.144 -0.017
0.335 -0.105 -2.434
-0.205 2.019 1.258
0.369 0.544 0.034
1.084 -3.805 1.830
-0.965 4.032 2.175
-0.908 1.643 -3.479
-0.191 -3.113 0.369
0.796 1.536 1.196
0.546 -0.582 0.321
-0.790 -1.737 -0.702
0.774 0.182 -0.622
-1.407 0.767 2.009
0.834 0.985 -1.937
-1.157 -1.735 0.548
1.345 0.130 -0.305
-0.117 3.229 1.503
2.216 0.081 -2.805
-0.963 -2.134 -0.404
1.459 -0.634 5.092
-2.936 -5.500 -2.392
0.304 0.943 2.248
-0.800 3.426 -2.554
1.119 -1.106 -0.763
-0.312 1.464 -0.904
-0.936 -0.177 -0.509
0.692 -0.727 2.418
-0.824 1.286 0.392
0.298 0.650 -0.523
-0.003 -1.627 -0.655
-0.077 0.049 0.243
-1.123 1.920 -0.986
-0.311 0.716 1.658
1.036 0.021 -0.169
0.654 -4.529 0.421
3.522 4.824 -0.712
-1.520 -3.395 -0.487
-2.161 -0.075 -0.028
1.568 0.087 0.484
-0.229 -0.526 0.247
0.024 0.349 0.014
-0.940 0.151 0.435
-0.247 -0.719 0.755
0.808 0.143 -0.231
1.215 0.812 -0.099
-0.330 -0.959 0.315
0.060 1.554 -0.842
-0.424 -0.260 0.803
-2.270 -2.046 0.649
0.965 4.115 -4.609
1.145 2.722 4.387
-0.797 -0.053 -0.547
-0.152 -1.426 -0.942
0.724 0.944 0.684
-0.554 -1.674 0.506
-0.294 -0.678 -1.578
0.309 0.265 -0.113
0.365 -0.499 -0.007
0.050 -0.222 -0.192
-0.373 0.474 0.538
-0.246 -0.276 -0.115
0.017 0.772 -0.451
-0.241 -0.424 0.473
0.007 -0.311 0.020
0.004 0.290 0.220
-0.156 0.014 -0.344
-0.440 -0.010 0.481
0.377 0.123 -0.215
0.333 -0.082 -0.402
0.230 -1.032 0.426
0.032 0.219 0.039
-0.037 0.447 -0.110
-0.164 0.713 -0.326
0.446 -0.056 -0.060
-0.282 -0.344 0.143
0.071 0.021 -0.061
-0.015 0.193 0.428
0.234 0.130 -0.094
0.154 0.118 0.078
0.002 -0.076 0.301
-0.013 -0.030 -0.299
-0.051 0.234 -0.123
0.189 0.067 -0.167
-0.168 -0.280 0.183
0.441 -0.552 -0.251
0.185 0.439 -0.262
0.165 -0.127 0.410
-1.154 0.162 0.007
0.348 0.043 -0.267
0.509 -0.629 0.094
-0.551 0.532 -0.395
0.212 -0.360 0.300
0.216 -0.131 -0.199
0.440 -0.704 -0.183
-0.136 0.376 0.091
-0.329 0.399 0.140
-0.120 -0.153 0.361
-0.332 0.122 -0.108
0.067 0.187 -0.598
0.236 -0.419 -0.137
-0.019 0.058 -0.227
-0.132 0.340 0.421

Summary:
highest occupied orbital energy: -4.62 eV
spin multiplicity: 1
total charge: -2
Kohn-Sham gap: 6.2 eV


# 4
Entry from OMol25: 2 unconnected molecules or ions with the total composition C4H8O (the ωB97M-V functional and the def2-TZVPD basis).

Last column: natural (NBO) charge in e.
Positions of all 13 atoms, in Å:
O 2.0190 0.7208 -0.1179  -0.53
C 0.8503 0.4829 0.0213  0.64
C 0.0081 -0.0906 1.1640  -0.54
C -1.2271 -0.0171 0.2311  -0.40
C -0.3927 0.7469 -0.8284  -0.54
H -0.0039 0.6580 1.9621  0.24
H 0.2753 -1.0600 1.5969  0.24
H -2.0891 0.5205 0.6321  0.21
H -1.5612 -0.9996 -0.1150  0.21
H -0.5624 1.8281 -0.8283  0.24
H -0.4111 0.3880 -1.8625  0.24
H 1.8461 -1.3941 -0.8270  0.03
H 1.2488 -1.7840 -1.0283  -0.03

Cartesian forces, eV/Å:
-0.554 0.042 0.145
0.399 0.278 0.046
0.063 0.031 0.164
-0.190 -0.025 0.021
0.012 0.139 -0.119
-0.102 -0.112 0.053
0.094 0.195 -0.183
0.134 -0.081 -0.068
0.111 0.172 0.050
-0.140 -0.070 -0.078
0.143 0.033 0.213
-0.013 -0.324 -0.144
0.043 -0.278 -0.101

Summary:
highest occupied orbital energy: -9.56 eV
spin multiplicity: 1
ΔE to the lowest compared entry with this formula, charge and spin: 43.0 kcal/mol
structure (SMILES): O=C1CCC1.[H][H]
Kohn-Sham gap: 10.6 eV